Record 1
A cluster of 14 separate species, C27H52N10O30S4 in total at a distorted geometry. Source: the OMol25 dataset; level of theory: wB97M-V/def2-TZVPD.

Atoms and positions in Å:
C1 0.82974 -0.35581 -0.29520
H1 1.30588 0.43377 -0.87654
H2 2.47878 1.08780 -6.31348
C2 -3.45986 0.07715 -4.65047
H3 2.44045 -0.70212 6.52916
H4 -4.74080 -2.33537 -0.85115
O1 -0.40139 0.00331 -6.62733
H5 4.62755 -0.57467 1.84012
C3 4.43270 0.54685 -5.56928
O2 3.05977 1.61615 5.45258
C4 -5.65401 -1.74999 -0.74407
H6 -5.08061 -0.36010 2.21794
H7 1.13059 0.77713 1.54295
O3 1.17810 -3.29288 -2.85570
C5 4.92842 0.46078 -4.28132
O4 -0.30499 -0.62822 -1.01772
O5 -0.76360 1.00433 0.63299
O6 -2.46112 -3.95056 -1.71390
H8 -5.42621 -1.08486 0.08887
H9 -4.29696 1.95006 -1.48063
N1 3.86897 0.55229 -3.40233
H10 -0.01290 -3.40473 5.24577
O7 -3.86176 1.19260 4.79439
O8 0.31111 3.24189 5.38132
C6 2.67100 -2.73069 -4.50921
N2 -2.09494 -4.38600 -0.66498
C7 0.04251 2.88056 4.03762
H11 -0.31660 -3.23059 -0.49333
O9 2.29311 0.08309 4.06788
H12 4.14524 -0.33830 6.63753
C8 0.36158 -2.39763 5.06244
O10 3.09937 -3.45166 3.35012
H13 5.07250 0.41554 -6.42940
N3 1.15232 4.01658 -2.78546
O11 -6.26815 0.36210 -1.66797
H14 2.25354 -1.49879 -2.79196
O12 -0.98234 4.82934 4.35258
O13 5.40087 -1.91507 -0.92072
C9 0.92804 3.23738 -1.65273
H15 -6.13810 4.16236 1.43780
H16 -2.05382 3.36528 3.84381
N4 -5.88299 -0.78542 -1.91578
H17 2.23588 -2.67765 -5.50718
N5 3.19878 -3.45983 2.16458
N6 -4.58436 0.42746 4.10816
O14 -5.51723 -0.11872 4.52949
H18 0.26605 -1.72947 5.91833
O15 -1.27237 -1.01066 4.34298
H19 -3.34544 -0.31981 2.72352
H20 -0.34365 1.86323 3.97421
S1 2.32090 -4.43125 -2.69065
S2 -0.62415 4.44635 5.93335
H21 -3.46574 4.28807 2.06933
N7 2.93940 0.42593 5.05779
H22 -4.40257 -0.13334 -5.15554
H23 -3.02524 -1.97309 -5.13348
O16 0.14436 5.53128 6.56561
O17 -1.38455 -0.90829 -4.36497
H24 1.50285 -1.20553 -0.18124
S3 -1.06084 0.36668 -5.35800
O18 2.76794 -2.54065 1.51177
H25 3.69576 -4.73742 0.60093
H26 -4.11337 1.17260 2.16035
H27 -3.00255 -1.67393 -3.36049
O19 4.08943 -0.19070 -0.66094
H28 -1.50106 -2.88930 0.82932
S4 -1.55625 0.26324 -0.60984
C10 2.71547 0.84028 -4.12323
H29 0.79350 3.80538 -3.70564
H30 5.91876 0.15764 -3.97516
H31 2.70854 5.81755 -0.57503
C11 1.82382 5.13432 -2.42649
N8 -0.62979 -1.95919 4.02558
C12 2.08726 5.10835 -1.10177
H32 1.30764 -2.39306 4.52110
O20 -0.55125 1.58032 -4.63999
C13 1.49730 3.86454 -0.58125
C14 5.39900 -0.85679 1.12361
C15 -2.74642 -1.27668 -4.34267
O21 3.33524 -3.87966 -1.76396
C16 -3.35536 3.12783 0.14768
C17 3.36267 -0.65870 5.94975
C18 -3.92594 3.79805 1.22405
O22 -2.55671 -0.72242 -0.11135
O23 1.83615 -5.75054 -2.56301
H33 5.84803 -1.79029 1.46280
H34 0.93645 -1.51704 -3.91994
N9 4.89441 -1.02775 -0.24108
C19 1.73783 -2.13345 -3.51262
C20 3.09193 0.89339 -5.44592
H35 -0.60558 -4.33441 0.85843
H36 2.00614 5.87989 -3.18627
C21 -4.28632 0.22853 2.67699
C22 -5.27311 3.77877 0.91717
H37 0.33850 2.33270 -1.67267
H38 3.57592 -1.60816 5.45867
O24 -0.81311 -2.69353 3.06104
H39 0.92454 2.92836 3.39900
H40 3.96074 -5.28474 2.26214
H41 -3.47016 0.77648 -3.81445
C23 -1.07096 3.73561 3.55236
O25 -2.47732 -5.46102 -0.25757
H42 1.79396 1.04234 -3.59750
N10 -5.54189 3.05979 -0.13622
H43 6.20897 -0.12816 1.15733
H44 -6.47533 2.82845 -0.44488
H45 3.80171 0.45267 -2.39951
O26 -1.83081 3.88044 6.55458
O27 -2.71621 0.70677 -5.64355
C24 4.11091 -4.45704 1.56899
O28 -5.67880 -1.20213 -3.04648
H46 1.45793 3.47185 0.42406
H47 0.04804 -0.62096 1.65729
C25 -4.31562 2.60358 -0.62100
O29 2.84188 -4.09143 -4.24570
O30 -1.91649 1.13696 -1.73711
C26 -1.08249 -3.64365 0.16309
H48 -1.17556 4.01432 2.50379
H49 -6.49131 -2.39531 -0.47837
C27 0.36185 0.20689 1.02145
H50 5.15661 -4.15809 1.49659
H51 -2.28003 3.13458 0.04758
H52 3.61141 -2.19112 -4.39697

Cartesian forces (eV/Å) of the 2 atoms listed first:
C 2.089 1.302 0.357
H 0.795 0.129 0.277

HOMO level (alpha / beta) ... -0.359 / -0.359 Ha
Orbital gap (alpha / beta) ... 6.0902 / 2.3088 eV
2S+1 ... 2
F_max ... 5.2 eV/Å
Net charge ... +1
LUMO (alpha / beta) ... -3.667 / -7.448 eV
Calculated total energy ... -148474.2972 eV

---

Record 2
A cluster of 2 separate species, C3H3BrF5N in total at a distorted geometry. Source: the OMol25 dataset; level of theory: wB97M-V/def2-TZVPD.

Atoms and positions in Å:
F1 -1.76412 2.20888 1.31897
C1 0.66713 -1.77960 -2.00852
N1 -0.67885 -0.54812 1.06109
H1 -1.34878 -0.34702 0.36832
H2 0.34212 0.07460 2.45954
Br1 1.41239 -2.31307 -3.78331
H3 0.45435 -2.57278 -1.37763
C2 -0.19217 0.42584 1.65109
F2 -0.38265 -0.98927 -2.20692
F3 1.58815 -1.12058 -1.24971
C3 -0.43040 1.93288 1.34001
F4 0.21206 2.70599 2.21262
F5 0.12077 2.32224 0.21447

Cartesian forces (eV/Å) of the 2 atoms listed first:
F 0.966 -0.017 0.053
C 1.474 1.336 -0.518

HOMO level ... -0.403 Ha
Orbital gap ... 11.5385 eV
2S+1 ... 1
F_max ... 2.9 eV/Å
Net charge ... 0
LUMO ... 0.580 eV
SMILES ... [H]/N=C\C(F)(F)F.FC(F)Br
Calculated total energy ... -88278.5518 eV

---

Record 3
A cluster of 4 separate species, C2H13NO3 in total at a distorted geometry. Source: the OMol25 dataset; level of theory: wB97M-V/def2-TZVPD.

Atoms and positions in Å:
H1 -0.28452 0.90779 1.17238
H2 3.82547 0.11260 -2.92842
H3 2.32172 0.24174 -2.64909
H4 0.00756 -0.62925 1.29812
H5 2.49374 1.85704 -0.66820
H6 -0.32579 -1.10426 -2.45078
C1 -1.98412 -0.11376 1.42804
O1 3.15288 0.73717 -2.65223
H7 -3.42994 -1.59289 1.98659
N1 -0.65849 0.01470 0.85074
H8 -0.13279 -0.44073 -1.06184
H9 -2.63659 0.33195 0.63397
H10 3.25338 3.05472 -0.31004
H11 -2.26265 -2.13116 0.75245
H12 -2.16328 0.56620 2.28884
O2 2.68206 2.40513 0.10772
H13 -1.77032 -2.04976 2.44473
C2 -2.37735 -1.56330 1.67376
O3 0.28904 -0.60394 -1.91673

Cartesian forces (eV/Å) of the 2 atoms listed first:
H 0.017 0.084 -0.576
H 0.068 -0.096 0.019

HOMO level ... -0.367 Ha
Orbital gap ... 10.8234 eV
2S+1 ... 1
F_max ... 1.8 eV/Å
Net charge ... 0
LUMO ... 0.847 eV
SMILES ... CCN.O.O.O
Calculated total energy ... -9917.6488 eV

---

Record 4
A structure of composition C28H27N4O11STl. Source: the OMol25 dataset; level of theory: wB97M-V/def2-TZVPD.

Atoms and positions in Å:
O1 2.01355 -2.39919 0.56501
C1 3.35062 0.58167 1.68528
C2 -2.36217 4.68662 -4.04920
Tl1 0.22545 0.22088 0.67197
H1 -2.02758 5.30060 -4.87383
C3 -0.95103 2.56232 -1.29690
H2 5.07268 -2.75119 0.51796
H3 2.64126 1.92237 5.18303
H4 -5.22089 3.59940 -2.58684
H5 4.71051 -3.89863 -2.09407
C4 -2.02866 -2.32767 3.62579
O2 -4.35157 -2.75325 3.78348
H6 2.15521 -2.03900 2.69927
C5 -1.85890 3.27950 -2.14338
H7 4.39698 -4.37684 0.24419
H8 5.02582 1.56252 4.44642
C6 -5.95426 4.11112 -7.29998
O3 -2.91210 -3.88934 5.10205
H9 1.94850 -1.30975 4.30877
C7 -1.44034 4.07918 -3.20723
O4 0.18362 1.61093 4.95064
N1 -0.44441 -1.23232 2.46974
C8 -1.05084 -2.55183 -0.31438
N2 -0.78182 -2.66447 4.06880
H10 -5.66656 3.96852 -8.34084
O5 -0.58373 -1.29142 -0.65977
C9 -1.81262 -1.41934 2.62441
H11 -0.38057 4.21993 -3.37453
H12 5.15283 -2.22887 -1.63533
C10 -0.31040 1.85775 -0.55476
C11 -3.23639 3.13349 -1.90956
H13 5.42703 0.68093 2.11101
C12 2.89053 1.53617 4.20433
C13 1.61479 -2.10896 3.64070
C14 -2.79084 -0.63431 1.81243
H14 1.83759 -2.77629 -3.08863
C15 1.85393 1.23146 3.33625
C16 -3.71961 4.49250 -3.83660
C17 4.43422 0.84685 2.50569
H15 -3.55157 2.52414 -1.07022
O6 -3.73630 3.48478 -6.65916
S1 -4.94249 5.14167 -4.95187
N3 2.09718 0.75766 2.11222
C18 2.01969 -2.11594 -2.23427
C19 2.99907 -2.75585 -0.08184
C20 4.19663 1.33438 3.78415
C21 0.39052 1.48850 3.73038
C22 3.54371 0.16065 0.22650
C23 4.18689 -3.37826 0.63619
H16 -6.53230 5.02729 -7.17514
C24 -4.15894 3.72686 -2.75571
H17 -4.21848 -1.65111 2.68996
C25 -3.20481 -3.05540 4.22808
C26 0.15219 -1.98694 3.36951
O7 4.67737 -0.27162 -0.07783
H18 1.82877 -3.07100 4.11262
H19 2.28900 -1.11703 -2.58290
N4 3.09999 -2.67512 -1.42824
H20 -1.20749 -3.14873 -1.22905
C27 4.38442 -2.85310 -2.09408
H21 4.27152 -2.53352 -3.12840
O8 2.53315 0.31615 -0.49962
H22 -6.57578 3.26890 -6.98988
H23 -0.65947 -3.31111 4.82992
H24 1.11156 -2.01903 -1.63772
H25 -2.02182 -2.53599 0.20203
C28 -4.72911 4.10990 -6.41327
O9 -4.06153 -0.90769 1.98806
O10 -0.39990 1.55769 2.75748
O11 -2.41845 0.22547 1.03842
H26 -0.35288 -3.12016 0.32114
H27 3.93982 -3.44848 1.69116

Cartesian forces (eV/Å) of the 2 atoms listed first:
O 0.344 -0.230 -0.352
C -0.184 0.030 0.049

HOMO level ... -0.119 Ha
Orbital gap ... 6.6014 eV
2S+1 ... 1
F_max ... 0.6 eV/Å
Net charge ... -2
LUMO ... 3.353 eV
Calculated total energy ... -73489.0429 eV